Version 1
ORCA calculation (ωB97M-V with the def2-TZVPD basis set) on a 2-piece molecular cluster, CN2O2S overall.

Each line ends with the Mulliken charge.
CARTESIAN COORDINATES (ANGSTROEM)
N1 0.13224 -0.61122 0.75224  -0.2234
N2 1.18568 -0.22463 0.69908  0.2682
S1 2.65796 0.22871 0.45317  -0.0646
O1 -1.67158 0.94805 0.16941  -0.3534
C1 -1.30918 0.17431 -0.59179  0.7749
O2 -0.99513 -0.51521 -1.48211  -0.4017

The value obtained for the HOMO-LUMO gap is 10.26 eV. The SMILES is N#[N+][S-].O=C=O.

---

Version 2
ORCA calculation (ωB97M-V with the def2-TZVPD basis set) on a 2-piece molecular cluster, CN2O2S overall.

Each line ends with the Mulliken charge.
CARTESIAN COORDINATES (ANGSTROEM)
C1 -1.12160 1.03702 -0.38191  0.2298
N1 -0.17527 0.53064 0.14510  0.3006
N2 1.18491 -1.99746 -0.07576  0.3057
O1 0.83017 0.48752 0.90635  -0.5374
O2 1.72116 -1.29985 0.60245  0.0327
S1 -2.43936 1.24213 -1.19623  -0.3314

The value obtained for the HOMO-LUMO gap (spin up / spin down) is 7.38 / 4.69 eV.

---

Version 3
ORCA calculation (ωB97M-V with the def2-TZVPD basis set) on one molecule with the formula CN2O2S.

Each line ends with the Mulliken charge.
CARTESIAN COORDINATES (ANGSTROEM)
S1 -2.31731 -0.00107 0.00189  -0.2849
C1 -0.71810 0.00004 -0.00376  0.4069
O1 0.10633 1.07618 0.00015  -0.0919
N1 1.40644 0.61385 -0.00096  0.0350
N2 1.41459 -0.61238 0.00599  0.0320
O2 0.10806 -1.07662 -0.00331  -0.0971

The value obtained for the HOMO-LUMO gap is 9.99 eV. The SMILES is S=c1onno1.

---

Stability ranking, top entry: version 1; the second entry is 262.4 kJ/mol less favorable.

---

Version 1
ORCA calculation (ωB97M-V with the def2-TZVPD basis set) on C38H47N9Os as an isolated structure.

Each line ends with the Mulliken charge.
CARTESIAN COORDINATES (ANGSTROEM)
Os1 -0.00121 -0.52521 -0.20930  0.1591
C1 4.25897 -3.57393 -1.21388  -1.2497
N1 3.00802 -2.82256 -1.32673  0.4026
C2 2.43339 -2.72932 -2.66466  -0.7790
C3 2.55845 -2.04298 -0.32946  -0.3736
N2 2.04300 -0.80935 -0.54769  0.0505
C4 2.61631 0.00816 -1.56115  0.7859
C5 3.94281 0.01217 -1.87850  -0.8607
C6 4.55327 0.23799 -3.16892  -0.9135
C7 3.90211 0.35769 -4.39864  -1.0088
C8 2.57870 0.79548 -4.47998  0.1249
C9 1.52486 0.36914 -5.34927  -0.5552
C10 0.17379 0.59298 -5.15885  -1.1673
C11 -0.60160 1.35239 -4.15324  -0.3744
C12 -0.59933 1.51292 -2.81340  0.0071
N3 0.11053 2.36384 -1.01567  0.6531
C13 -0.38938 2.82416 0.15180  0.0199
N4 0.29840 2.75397 1.28937  0.3729
C14 -0.17409 3.35746 2.54155  -1.0445
C15 1.72398 2.39341 1.18650  -0.4286
N5 -1.57052 3.43163 -0.04629  0.5835
C16 -3.19574 2.27120 -1.41162  -1.2244
C17 -2.23874 4.51371 0.68704  -1.0598
C18 1.56027 0.65363 -2.36250  0.7871
N6 2.54519 -2.54588 0.90987  0.3794
C19 2.54369 -3.98673 1.16933  -1.1530
C20 2.65166 -1.69657 2.09237  -0.9543
H1 4.92639 -3.25893 -2.01905  0.3893
H2 4.09640 -4.64979 -1.29481  0.3748
H3 4.74711 -3.35501 -0.26747  0.3982
H4 2.98346 -2.04283 -3.30858  0.2282
H5 1.39456 -2.41008 -2.60055  0.0840
H6 2.45927 -3.72170 -3.11215  0.5030
H7 4.61121 -0.41143 -1.13046  0.5689
H8 5.61812 0.03778 -3.20206  0.4310
H9 4.42692 0.03245 -5.29420  0.4760
H10 1.79427 -0.19860 -6.23657  0.4749
H11 -0.43642 0.29102 -6.00563  0.4722
H12 -1.33041 2.00230 -4.64364  0.4776
H13 -0.21302 4.44377 2.48489  0.4163
H14 0.52145 3.08714 3.32805  0.3549
H15 -1.15398 2.96820 2.81184  0.2654
H16 1.85528 1.45303 0.65789  0.0631
H17 2.12119 2.28088 2.19101  0.3381
H18 2.28906 3.16563 0.66428  0.2867
H19 -3.18962 1.83301 -2.40559  0.2653
H20 -4.10371 2.85625 -1.30531  0.6436
H21 -2.31567 0.78333 -0.31698  -0.3646
H22 -1.70817 5.45952 0.57115  0.2306
H23 -2.36341 4.27315 1.73494  0.4274
H24 -3.22722 4.62145 0.25365  0.3175
H25 3.53712 -4.36264 1.42098  0.3660
H26 2.17088 -4.52210 0.30094  0.3950
H27 1.88314 -4.18083 2.01569  0.3672
H28 2.58998 -0.65102 1.80677  0.1415
H29 3.60354 -1.87729 2.59448  0.4165
H30 1.84968 -1.93652 2.79171  0.2231
C21 -4.96685 1.88032 3.38388  -0.8865
C22 -3.67588 1.38579 3.28502  -0.6550
C23 -3.09055 1.20763 2.03722  1.5369
C24 -3.79413 1.49122 0.86892  0.0329
C25 -5.09772 1.97348 0.97022  -0.3810
C26 -5.66882 2.17409 2.22083  -0.7318
N7 -3.18619 1.26263 -0.38830  0.1838
N8 -2.04110 3.21781 -1.37798  -0.0746
C27 -0.80815 2.85341 -2.08451  0.7463
C28 -0.14403 4.05741 -2.69899  -1.1081
C29 1.09215 4.05958 -3.20343  -1.1877
C30 1.94446 2.94025 -3.63638  -0.5378
C31 2.06924 1.63360 -3.37679  -0.1085
C32 0.25711 0.98325 -1.67895  0.7302
H31 -5.42715 2.03083 4.35232  0.4355
H32 -3.11904 1.14873 4.18578  0.3364
H33 -2.06993 0.84620 1.95157  -0.3421
H34 -5.68256 2.16514 0.07748  0.5186
H35 -6.68419 2.54664 2.28332  0.4193
H36 -0.69395 4.99092 -2.61332  0.4834
H37 1.46471 5.02689 -3.52452  0.4115
H38 2.50370 3.22912 -4.52543  0.5360
H39 1.17231 -0.17814 -2.96770  -0.3979
C33 -0.35677 -0.24507 3.38810  -0.7042
C34 -0.96024 -1.41016 2.71508  0.1873
C35 -1.76335 -2.43605 3.32484  -1.0234
C36 -2.20316 -3.24032 2.32487  -1.1148
C37 -1.66584 -2.70716 1.10578  0.7380
C38 -1.91133 -3.16829 -0.27460  -1.2040
N9 -0.88478 -1.60578 1.36247  1.4186
H40 0.22149 -0.55749 4.26116  0.5454
H41 -1.15084 0.41424 3.75547  0.0359
H42 0.27441 0.31153 2.69924  -0.0852
H43 -1.97583 -2.52029 4.38355  0.5936
H44 -2.84859 -4.10536 2.40892  0.5801
H45 -1.91544 -4.25809 -0.33383  0.4458
H46 -1.16435 -2.77430 -0.96348  0.1109
H47 -2.89747 -2.82428 -0.60630  0.3054

Its expectation value of S² is 6.13. The value obtained for the HOMO-LUMO gap (spin up / spin down) is 5.20 / 5.30 eV. The spin multiplicity is 5. The charge is +2.

---

Version 2
ORCA calculation (ωB97M-V with the def2-TZVPD basis set) on C38H47N9Os as an isolated structure.

Each line ends with the Mulliken charge.
CARTESIAN COORDINATES (ANGSTROEM)
Os1 -0.09352 0.76963 -0.42503  0.2024
C1 -4.85604 2.99171 -0.89804  -1.2390
N1 -3.64963 2.19051 -1.10695  0.3967
C2 -3.68307 1.27426 -2.24373  -0.7986
C3 -2.68810 2.09155 -0.17896  -0.3638
N2 -2.06888 0.91642 0.10800  0.0057
C4 -2.83852 -0.28807 0.10931  0.9267
C5 -4.14109 -0.35678 0.48734  -0.7668
C6 -5.17491 -1.23963 -0.02066  -0.9223
C7 -5.07501 -2.10592 -1.11040  -0.9917
C8 -3.84006 -2.61167 -1.52275  0.0798
C9 -3.34618 -2.84888 -2.84935  -0.5234
C10 -2.02633 -3.01060 -3.20546  -1.1865
C11 -0.76257 -3.10699 -2.42388  -0.4259
C12 -0.17903 -2.45962 -1.40027  0.4250
N3 0.10739 -2.04116 0.64627  0.6590
C13 1.13712 -1.76563 1.47307  0.0703
N4 0.99265 -0.96424 2.52977  0.3748
C14 2.06472 -0.70939 3.49965  -1.0649
C15 -0.38567 -0.63045 2.92736  -0.4631
N5 2.22348 -2.47879 1.12839  0.5428
C16 2.81880 -2.53960 -1.23736  -1.2551
C17 3.35080 -2.98067 1.92571  -1.0351
C18 -2.09254 -1.35219 -0.57472  0.6999
N6 -2.25517 3.20042 0.43220  0.3728
C19 -2.42202 4.53293 -0.14899  -1.1330
C20 -1.68612 3.16823 1.77919  -1.0822
H1 -5.72425 2.33604 -0.98668  0.3872
H2 -4.94498 3.79134 -1.63413  0.3760
H3 -4.85575 3.41976 0.10064  0.3971
H4 -4.31745 0.40697 -2.05730  0.2460
H5 -2.67474 0.94086 -2.48265  0.0837
H6 -4.07574 1.81834 -3.10157  0.5152
H7 -4.51343 0.48232 1.07249  0.5534
H8 -6.17480 -1.00495 0.32418  0.4300
H9 -5.97546 -2.31707 -1.68125  0.4808
H10 -4.06597 -2.88266 -3.66249  0.4835
H11 -1.88864 -3.29330 -4.24480  0.4742
H12 -0.19718 -3.99171 -2.72476  0.4936
H13 2.32596 -1.59921 4.06850  0.4052
H14 1.70761 0.04262 4.19581  0.3741
H15 2.94846 -0.31683 3.00153  0.2465
H16 -0.94390 -0.19729 2.10152  0.0523
H17 -0.33631 0.10036 3.72984  0.3613
H18 -0.91659 -1.51527 3.27884  0.2848
H19 2.28332 -2.80856 -2.14532  0.2763
H20 3.78306 -3.04033 -1.25712  0.6335
H21 2.20682 -0.59728 -0.98915  -0.2284
H22 3.02843 -3.75694 2.61972  0.2296
H23 3.85996 -2.18242 2.44811  0.4143
H24 4.05514 -3.41551 1.22389  0.3292
H25 -3.26743 5.06864 0.28499  0.3642
H26 -2.56301 4.45392 -1.22312  0.3849
H27 -1.51712 5.10718 0.05182  0.3506
H28 -1.55381 2.14050 2.10195  0.1583
H29 -2.35171 3.68249 2.47395  0.4336
H30 -0.72364 3.68239 1.78702  0.2709
C21 6.38382 0.47838 0.84240  -0.8069
C22 5.10789 0.96160 1.08973  -0.6134
C23 4.01341 0.41175 0.43329  1.0412
C24 4.17681 -0.60746 -0.49815  0.0619
C25 5.45915 -1.08107 -0.75950  -0.3674
C26 6.54778 -0.54609 -0.08203  -0.7058
N7 3.04705 -1.12236 -1.17152  0.1301
N8 2.02758 -3.14065 -0.12501  0.0011
C27 0.57156 -3.14325 -0.24350  0.4513
C28 -0.01430 -4.41823 0.29568  -1.1903
C29 -1.31619 -4.62109 0.50557  -1.0787
C30 -2.48625 -3.90479 -0.03307  -0.3619
C31 -2.75989 -2.68889 -0.51913  -0.0125
C32 -0.59025 -1.29332 -0.50595  0.2811
H31 7.23990 0.89534 1.35618  0.4358
H32 4.96595 1.76218 1.80838  0.3906
H33 3.00629 0.75932 0.64292  -0.0683
H34 5.61759 -1.84717 -1.50971  0.5222
H35 7.53973 -0.92375 -0.29632  0.4130
H36 0.70328 -5.16644 0.61763  0.4827
H37 -1.57321 -5.56064 0.98302  0.4242
H38 -3.28428 -4.61481 -0.24524  0.5409
H39 -2.16503 -1.06218 -1.63466  -0.4435
C33 1.56127 2.74381 2.14682  -1.0133
C34 1.69862 3.17021 0.74222  0.1337
C35 2.48474 4.27639 0.24978  -1.0354
C36 2.38195 4.26572 -1.09916  -1.0992
C37 1.53235 3.15502 -1.43870  0.6937
C38 1.16835 2.67818 -2.78685  -1.2913
N9 1.11531 2.50745 -0.30177  1.4111
H40 1.28180 3.58680 2.78397  0.4927
H41 2.52667 2.38549 2.51365  0.2954
H42 0.82671 1.94476 2.23988  0.0005
H43 3.04288 4.96929 0.86457  0.6068
H44 2.84545 4.94215 -1.80365  0.5882
H45 0.96103 3.51286 -3.45829  0.4551
H46 0.30111 2.01683 -2.75969  0.1606
H47 2.00602 2.11890 -3.21796  0.3082

Its expectation value of S² is 6.12. The value obtained for the HOMO-LUMO gap (spin up / spin down) is 5.34 / 5.36 eV. The spin multiplicity is 5. The charge is +2.

---

Stability ranking, top entry: version 2; the second entry is 8.4 kJ/mol less favorable.

---

Version 1
ORCA calculation (ωB97M-V with the def2-TZVPD basis set) on one molecule with the formula C4HF3.

Each line ends with the Mulliken charge.
CARTESIAN COORDINATES (ANGSTROEM)
C1 0.48820 0.08156 -2.56905  -0.4011
C2 -0.20544 0.28463 -1.50317  0.3745
C3 -0.71081 0.26581 -0.19858  -0.5552
C4 0.34889 -0.11761 0.78636  0.8814
F1 1.44375 0.50494 0.64893  -0.2038
F2 -0.15837 0.21627 1.97976  -0.2592
F3 0.53452 -1.43279 0.67954  -0.2194
H1 -1.74075 0.19719 0.17621  0.3827

Its expectation value of S² is 2.03. The value obtained for the HOMO-LUMO gap (spin up / spin down) is 10.20 / 7.50 eV. The spin multiplicity is 3.

---

Version 2
ORCA calculation (ωB97M-V with the def2-TZVPD basis set) on a 2-piece molecular cluster, C4HF3 overall.

Each line ends with the Mulliken charge.
CARTESIAN COORDINATES (ANGSTROEM)
C1 1.97213 -1.79074 0.94297  -0.5106
C2 0.93806 -1.19909 0.41625  0.6544
C3 0.18108 -0.43098 -0.24515  -0.4675
C4 -0.62958 0.72729 0.22258  0.8687
F1 -1.25142 1.45674 -0.73980  -0.2559
F2 -1.55949 0.50064 1.10497  -0.1971
F3 0.22855 1.63982 0.84709  -0.2284
H1 0.12067 -0.90368 -2.54891  0.1364

Its expectation value of S² is 2.07. The value obtained for the HOMO-LUMO gap (spin up / spin down) is 6.01 / 8.14 eV. The spin multiplicity is 3.

---

Stability ranking, top entry: version 1; the second entry is 353.3 kJ/mol less favorable.

---

Version 1
ORCA calculation (ωB97M-V with the def2-TZVPD basis set) on one molecule with the formula C21H23N5OS.

Each line ends with the Mulliken charge.
CARTESIAN COORDINATES (ANGSTROEM)
C1 4.22519 3.05331 -1.71181  -1.0909
C2 2.82644 2.57553 -2.08494  -0.6535
C3 2.38458 1.34427 -1.29583  0.0453
C4 2.16547 1.64846 0.18732  -0.9365
N1 1.71387 0.47754 0.89486  0.2880
C5 0.45796 0.27750 1.38622  0.5299
S1 -0.76862 1.51094 1.39173  -0.2185
C6 -1.98629 0.71032 2.49131  -0.9802
C7 -3.38136 0.66029 1.88600  0.8052
O1 -4.27289 1.32998 2.36893  -0.6650
N2 -3.55386 -0.16965 0.83170  0.1661
C8 -2.51406 -0.98271 0.20440  -0.5054
C9 -3.25244 -1.96606 -0.71566  -0.7380
C10 -4.64060 -1.40199 -0.76890  0.7634
C11 -5.70813 -1.77660 -1.55393  -0.6234
C12 -6.91646 -1.10851 -1.40084  -0.4985
C13 -7.04151 -0.09140 -0.47039  -0.5693
C14 -5.97274 0.29239 0.32753  -0.7678
C15 -4.77126 -0.37336 0.16456  -0.0023
N3 0.32451 -0.94151 1.84541  -0.2703
N4 1.48521 -1.57037 1.65031  -0.9035
C16 2.32645 -0.74089 1.08612  0.3847
C17 3.68683 -1.12153 0.74398  0.5296
C18 4.77697 -0.25521 0.80651  -0.1204
C19 6.02856 -0.74524 0.47052  -0.4551
N5 6.25316 -1.99247 0.09807  -0.6151
C20 5.22325 -2.82219 0.06310  -0.4049
C21 3.92848 -2.44591 0.37361  -0.4337
H1 4.25314 3.44721 -0.69902  0.3061
H2 4.93984 2.23630 -1.78755  0.2601
H3 4.54032 3.84595 -2.38555  0.3792
H4 2.10788 3.38279 -1.92922  0.3191
H5 2.81320 2.32046 -3.14627  0.3485
H6 3.13785 0.55902 -1.39680  0.2472
H7 1.44775 0.96605 -1.71244  0.2507
H8 3.08417 2.01771 0.64597  0.0853
H9 1.39214 2.41325 0.30178  0.3442
H10 -2.04155 1.31966 3.39390  0.4238
H11 -1.58583 -0.27689 2.71775  0.5185
H12 -1.90681 -1.49583 0.95223  0.3507
H13 -1.85678 -0.33017 -0.38177  0.1208
H14 -2.79150 -2.02611 -1.70146  0.3980
H15 -3.26849 -2.97278 -0.29157  0.2748
H16 -5.60541 -2.57401 -2.27486  0.4270
H17 -7.76222 -1.38692 -2.01125  0.3801
H18 -7.98687 0.41810 -0.35974  0.3922
H19 -6.07263 1.08120 1.05307  0.4852
H20 4.67311 0.76689 1.13238  0.4099
H21 6.89912 -0.10290 0.50281  0.3865
H22 5.45241 -3.83743 -0.23214  0.3765
H23 3.11044 -3.14645 0.33982  0.4558

The value obtained for the HOMO-LUMO gap is 8.46 eV. The SMILES is CCCCn1c(SCC(=O)N2CCc3ccccc32)nnc1-c1ccncc1.

---

Version 2
ORCA calculation (ωB97M-V with the def2-TZVPD basis set) on one molecule with the formula C21H23N5OS.

Each line ends with the Mulliken charge.
CARTESIAN COORDINATES (ANGSTROEM)
C1 -6.50401 -0.35797 2.13967  -1.4209
C2 -5.41567 -0.54745 1.12585  0.8104
C3 -5.14147 0.44308 0.19024  -0.8992
C4 -4.15310 0.28757 -0.76118  -0.4276
C5 -3.39753 -0.88454 -0.80083  0.6982
N1 -2.42474 -1.10663 -1.76109  -0.1537
C6 -1.81913 -0.02679 -2.50280  -1.3598
C7 -1.31776 1.09984 -1.66039  0.8558
N2 -1.56194 2.36314 -1.88901  -0.5346
N3 -0.93186 3.09084 -0.96547  -0.6411
C8 -0.30991 2.26542 -0.17671  0.4963
S1 0.75370 2.72182 1.13237  -0.2212
C9 2.19717 3.13337 0.06795  -0.9796
C10 2.62970 1.83980 -0.59091  0.4998
O1 2.25063 1.55524 -1.71107  -0.6084
N4 3.37236 1.00297 0.17670  0.2992
C11 3.83360 1.30004 1.53177  -0.7697
C12 4.50341 0.01347 2.04330  -0.7357
C13 4.45811 -0.89948 0.85490  0.6603
C14 4.95707 -2.17562 0.71672  -0.6384
C15 4.78267 -2.83440 -0.49377  -0.5230
C16 4.11885 -2.21514 -1.53870  -0.6764
C17 3.61251 -0.92927 -1.41019  -0.7049
C18 3.79032 -0.27944 -0.20125  0.1225
N5 -0.52144 0.96935 -0.56183  0.5122
C19 -0.01375 -0.22117 0.05241  -1.0205
C20 -3.66645 -1.87990 0.13941  -0.4481
C21 -4.66225 -1.71224 1.08129  -0.7473
H1 -6.46712 -1.13456 2.89990  0.3422
H2 -7.48073 -0.39703 1.65667  0.2958
H3 -6.41218 0.61245 2.62492  0.3414
H4 -5.71320 1.35986 0.20646  0.3747
H5 -3.96851 1.08021 -1.46815  0.3693
H6 -1.83202 -1.90130 -1.57758  0.3372
H7 -2.54161 0.40070 -3.20615  0.3002
H8 -0.98620 -0.43550 -3.08281  0.4518
H9 2.94713 3.59033 0.70698  0.4505
H10 1.84723 3.83508 -0.68783  0.5039
H11 2.98725 1.59236 2.15917  0.3285
H12 4.54789 2.12911 1.50286  0.3443
H13 5.52832 0.19332 2.36953  0.3462
H14 3.95743 -0.41649 2.88521  0.3245
H15 5.47515 -2.65255 1.53509  0.4423
H16 5.16993 -3.83399 -0.61927  0.3840
H17 3.99320 -2.73654 -2.47573  0.4072
H18 3.10518 -0.44512 -2.22736  0.5710
H19 0.63568 0.06483 0.88007  0.3324
H20 -0.83546 -0.82444 0.44359  0.3074
H21 0.56337 -0.80048 -0.67130  0.3490
H22 -3.08920 -2.79556 0.12172  0.3440
H23 -4.85059 -2.50063 1.79666  0.3073

The value obtained for the HOMO-LUMO gap is 8.18 eV. The SMILES is Cc1ccc(NCc2nnc(SCC(=O)N3CCc4ccccc43)n2C)cc1.

---

Stability ranking, top entry: version 2; the second entry is 9.4 kJ/mol less favorable.